one | Entry from the OMol25 dataset: a 3-piece molecular cluster, CH10N3O2 overall (ωB97M-V with the def2-TZVPD basis set).

Each line ends with the Mulliken charge.
Positions of all 16 atoms, in Å:
H1 2.385 -0.740 -2.846  0.291
N1 -2.174 1.723 0.067  -0.496
H2 1.200 -0.039 -2.789  0.307
N2 -0.771 -0.166 0.092  -0.328
H3 0.801 1.167 1.101  0.235
H4 -0.014 2.718 0.864  0.254
H5 0.007 -0.717 0.489  0.163
O1 1.727 -0.585 -2.210  -0.594
H6 -1.492 -0.770 -0.287  0.236
O2 1.719 -2.620 0.965  -0.647
H7 -3.064 1.172 -0.116  0.318
H8 1.956 -3.510 0.660  0.323
N3 -0.006 1.746 1.057  -0.334
H9 -2.418 2.447 0.774  0.301
H10 1.149 -2.956 1.712  0.323
C1 -1.006 1.130 0.466  0.650

The value obtained for the highest occupied orbital energy is -14.5911 eV. As for the net charge: +1.

***

two | Entry from the OMol25 dataset: a 3-piece molecular cluster, CH10N3O2 overall (ωB97M-V with the def2-TZVPD basis set).

Each line ends with the Mulliken charge.
Positions of all 16 atoms, in Å:
H1 2.527 -0.051 -1.469  0.260
O1 -1.078 -1.399 2.015  -0.711
H2 -0.062 0.097 1.436  0.254
H3 0.125 -1.669 0.238  0.204
N1 0.453 0.651 0.759  -0.244
C1 1.093 -0.009 -0.199  0.629
H4 0.403 1.651 0.661  0.224
N2 2.113 0.653 -0.869  -0.474
H5 -2.280 0.889 -2.134  0.316
H6 1.812 1.429 -1.443  0.291
H7 -1.957 -1.397 2.412  0.311
N3 0.827 -1.285 -0.386  -0.310
H8 -0.558 -1.952 2.615  0.334
H9 -3.384 1.771 -1.464  0.319
O2 -2.469 1.491 -1.415  -0.633
H10 1.332 -1.986 -0.902  0.231

The value obtained for the highest occupied orbital energy is -14.6226 eV. As for the net charge: +1.

***

Which structure is the least stable? The one labeled one.